Record 1
Density functional theory data (ωB97M-V with the def2-TZVPD basis set) for one molecule with the formula C2H3NO2S in a non-equilibrium geometry.

The geometry in XYZ format:
```
9
C2H3NO2S, DFT ωB97M-V with the def2-TZVPD basis set
O -1.49764 1.53634 0.06700
C -0.80748 0.55405 -0.00212
S -1.46985 -1.00620 -0.02626
C 0.67030 0.68877 -0.10057
N 1.45169 -0.30083 0.16166
O 2.78868 -0.08217 -0.07813
H -0.33395 -1.74137 -0.05478
H 0.99019 1.70949 -0.22962
H 3.19434 -0.85342 0.27819
```

For the energy, the calculation gives -681.36293 a.u. As for the HOMO energy: -10.2 eV. Its frontier orbital gap is 10.0 eV. The value obtained for the energy above the lowest of the compared OMol25 structures with the same formula, charge and spin is 2.623 eV.

***

Record 2
Density functional theory data (ωB97M-V with the def2-TZVPD basis set) for a 2-piece molecular cluster, C2H3NO2S overall in a non-equilibrium geometry.

The geometry in XYZ format:
```
9
C2H3NO2S, DFT ωB97M-V with the def2-TZVPD basis set
O 0.16017 1.94034 1.96484
C -0.02049 1.31667 0.95965
C -0.77337 0.29766 0.20161
N 0.51605 0.93923 -0.28597
H -0.71716 -0.85627 0.42427
H -1.66331 0.45817 -0.22977
H 0.51576 1.53493 -1.06375
O -0.78517 2.90514 -1.97820
S -1.92186 3.70864 -1.46404
```

For the energy, the calculation gives -681.29271 a.u. As for the HOMO energy (spin up / spin down): -9.6 / -9.6 eV. Its frontier orbital gap (spin up / spin down) is 7.5 / 7.5 eV. The value obtained for the energy above the lowest of the compared OMol25 structures with the same formula, charge and spin is 4.534 eV.

***

Record 3
Density functional theory data (ωB97M-V with the def2-TZVPD basis set) for one molecule with the formula C2H3NO2S in a non-equilibrium geometry.

The geometry in XYZ format:
```
9
C2H3NO2S, DFT ωB97M-V with the def2-TZVPD basis set
O 1.29042 -0.46242 1.52685
C -0.04100 -0.66801 1.15793
C -0.20459 -0.04567 -0.23200
S -1.51978 -0.73183 -0.95199
N 0.36593 1.01015 -0.55373
O 1.49344 1.51128 0.04450
H -0.82186 -1.36696 1.71721
H 0.27296 1.11429 -1.61275
H 1.50649 0.78224 0.87710
```

For the energy, the calculation gives -681.27174 a.u. As for the HOMO energy: -9.0 eV. Its frontier orbital gap is 7.2 eV. The value obtained for the energy above the lowest of the compared OMol25 structures with the same formula, charge and spin is 5.104 eV.

***

Record 4
Density functional theory data (ωB97M-V with the def2-TZVPD basis set) for one molecule with the formula C2H3NO2S in a non-equilibrium geometry.

The geometry in XYZ format:
```
9
C2H3NO2S, DFT ωB97M-V with the def2-TZVPD basis set
O -2.89435 0.12312 -0.17598
C -1.62870 0.41175 0.16193
S -0.57988 -0.67693 -0.84521
C 0.78324 -0.96136 0.18818
N 1.83140 -0.30134 0.16486
O 1.91559 0.77434 -0.61966
H -1.20059 1.17280 0.96293
H 0.74537 -1.57655 1.14402
H 1.02792 1.03416 -0.98107
```

For the energy, the calculation gives -681.29554 a.u. As for the HOMO energy: -10.3 eV. Its frontier orbital gap is 9.7 eV. The value obtained for the energy above the lowest of the compared OMol25 structures with the same formula, charge and spin is 4.457 eV.

***

Please write out number 1 again, unchanged.
Density functional theory data (ωB97M-V with the def2-TZVPD basis set) for one molecule with the formula C2H3NO2S in a non-equilibrium geometry.

The geometry in XYZ format:
```
9
C2H3NO2S, DFT ωB97M-V with the def2-TZVPD basis set
O -1.49764 1.53634 0.06700
C -0.80748 0.55405 -0.00212
S -1.46985 -1.00620 -0.02626
C 0.67030 0.68877 -0.10057
N 1.45169 -0.30083 0.16166
O 2.78868 -0.08217 -0.07813
H -0.33395 -1.74137 -0.05478
H 0.99019 1.70949 -0.22962
H 3.19434 -0.85342 0.27819
```

For the energy, the calculation gives -681.36293 a.u. As for the HOMO energy: -10.2 eV. Its frontier orbital gap is 10.0 eV. The value obtained for the energy above the lowest of the compared OMol25 structures with the same formula, charge and spin is 2.623 eV.

***

The lowest energy belongs to which entry? number 1

***

Repeat the second record exactly.
Density functional theory data (ωB97M-V with the def2-TZVPD basis set) for a 2-piece molecular cluster, C2H3NO2S overall in a non-equilibrium geometry.

The geometry in XYZ format:
```
9
C2H3NO2S, DFT ωB97M-V with the def2-TZVPD basis set
O 0.16017 1.94034 1.96484
C -0.02049 1.31667 0.95965
C -0.77337 0.29766 0.20161
N 0.51605 0.93923 -0.28597
H -0.71716 -0.85627 0.42427
H -1.66331 0.45817 -0.22977
H 0.51576 1.53493 -1.06375
O -0.78517 2.90514 -1.97820
S -1.92186 3.70864 -1.46404
```

For the energy, the calculation gives -681.29271 a.u. As for the HOMO energy (spin up / spin down): -9.6 / -9.6 eV. Its frontier orbital gap (spin up / spin down) is 7.5 / 7.5 eV. The value obtained for the energy above the lowest of the compared OMol25 structures with the same formula, charge and spin is 4.534 eV.

***

What is the energy in the second record? -681.29271 a.u.